1.
ORCA calculation (the ωB97M-V functional and the def2-TZVPD basis) on C25H39Br9O14 as an isolated structure.

The HOMO energy is -9.479 eV. The spin multiplicity is 1. Its HOMO-LUMO gap is 9.26 eV. As for the net charge: 0.

Geometry as XYZ:
```
87
Properties=species:S:1:pos:R:3:forces:R:3
C 3.88760 -4.22369 -1.62722 -0.271 -0.496 -1.058
C 2.80498 -3.38860 -2.27808 -0.399 0.537 0.203
C 2.52850 -2.01095 -1.64541 1.208 -0.536 0.464
O 2.73283 -1.08737 -2.70814 -0.568 0.124 0.040
C 3.12960 -1.72994 -3.82973 0.111 -0.024 0.050
O 3.41465 -1.18363 -4.84329 -0.059 -0.063 -0.063
O 3.17473 -3.06610 -3.62691 0.005 0.089 0.011
H 3.85258 -5.18492 -2.14982 0.033 -0.193 0.396
H 3.71064 -4.36259 -0.56369 0.102 0.032 0.050
H 4.88386 -3.85136 -1.86383 -0.047 0.416 0.394
H 1.85230 -3.91367 -2.31398 0.141 -0.283 -0.121
H 3.28820 -1.79866 -0.88811 -0.124 0.060 0.074
H 1.55398 -1.97155 -1.16119 -0.164 0.333 -0.374
C -4.12187 0.25261 2.94154 -0.500 -0.355 -0.881
C -3.36045 -1.00341 3.33966 -0.299 0.486 0.218
C -2.48309 -1.65509 2.27993 -1.793 1.234 -0.391
O -1.47108 -2.27732 3.05788 -0.237 -0.089 -0.285
C -1.53005 -1.76191 4.31195 -0.201 0.259 0.126
O -0.88390 -2.18092 5.21414 0.393 -0.017 0.263
O -2.40370 -0.74001 4.38498 0.135 -0.343 0.002
H -4.13136 1.01700 3.71301 0.049 -0.105 0.137
H -5.14957 -0.02893 2.69237 -0.091 0.012 0.448
H -3.79635 0.69491 1.99717 0.631 0.050 0.274
H -4.04658 -1.74368 3.76720 -0.054 0.051 -0.063
H -2.18007 -0.86682 1.58594 0.897 -0.271 0.283
H -3.14593 -2.30415 1.70487 0.687 -0.734 0.122
C -2.55979 7.19174 -0.75944 -0.410 -1.323 -0.087
C -1.96006 6.21596 -1.74950 1.590 1.136 -0.178
C -0.52210 5.84905 -1.37904 0.307 0.385 -0.363
O -0.40612 4.52989 -1.90908 0.104 -0.603 -0.109
C -1.64037 4.04731 -2.21353 0.628 0.698 0.579
O -1.86027 3.00544 -2.73161 -0.017 -0.508 -0.068
O -2.55711 4.94193 -1.82070 -1.342 -0.295 -0.042
H -2.35672 6.77196 0.22702 -0.133 0.347 0.165
H -3.64054 7.21604 -0.90046 0.036 0.386 0.032
H -2.09686 8.16783 -0.86977 -0.090 0.066 -0.019
H -1.91792 6.62117 -2.76921 -0.381 0.064 0.088
H -0.31767 5.91259 -0.30403 -0.170 -0.497 -0.085
H 0.22552 6.45821 -1.88963 -0.135 0.069 0.023
C 0.27201 -6.57460 -1.49256 1.176 0.122 0.768
C -0.77851 -5.47595 -1.33235 -0.040 -1.473 -0.148
C -1.75937 -5.64649 -0.15178 -0.326 -1.224 -1.562
O -1.68298 -4.44325 0.55785 0.104 0.194 0.053
C -0.77346 -3.61770 -0.03077 -0.705 0.330 1.308
O -0.54724 -2.52820 0.39759 0.388 -0.228 -0.522
O -0.20759 -4.19083 -1.08067 0.455 -0.183 -0.679
H 0.04805 -7.32199 -2.25000 -0.219 0.313 -0.237
H 0.52305 -7.15748 -0.60003 -0.444 0.286 0.279
H 1.22775 -6.09307 -1.72200 -0.113 -0.083 -0.435
H -1.28611 -5.50293 -2.29699 -0.271 0.836 0.114
H -1.53351 -6.55204 0.41431 0.308 0.463 0.538
H -2.74683 -5.83928 -0.58364 -0.180 0.502 0.396
C -0.58773 0.30773 -0.85922 -0.967 -0.500 -1.188
C -0.64244 1.33959 0.21346 0.497 -0.348 1.297
O -1.52201 1.34892 1.05777 -0.199 0.022 -0.410
C 0.49804 2.31686 0.35645 -0.872 0.083 -0.738
H -0.93063 0.77209 -1.79166 0.009 0.340 0.135
H -1.29609 -0.50157 -0.69454 -0.117 0.190 0.347
H 0.32357 -0.19598 -1.17948 0.542 0.589 0.668
H 0.11144 3.29791 0.63620 -0.043 0.049 -0.174
H 0.98239 2.36332 -0.62005 0.681 0.199 0.463
H 1.06706 1.97074 1.21494 0.551 -0.190 -0.335
C 4.07335 0.72138 0.27615 0.071 -0.686 -0.986
C 4.85907 1.94674 0.65593 -0.436 -0.504 -0.124
O 6.00806 2.06352 0.32951 0.648 0.330 0.003
C 4.13470 3.00639 1.44358 0.127 0.732 -0.483
H 4.60764 0.06752 -0.41951 0.613 0.275 0.254
H 3.20417 0.96947 -0.34162 -0.427 0.187 0.713
H 3.85420 0.10337 1.14722 -0.507 0.292 0.068
H 3.97917 3.86567 0.77982 0.063 -0.114 -0.137
H 4.78559 3.39737 2.22413 -0.190 -0.238 0.255
H 3.14152 2.71718 1.76498 0.074 -0.221 0.416
C -1.63462 4.20418 2.89025 0.061 -0.452 0.535
Br -0.41837 5.72551 2.71133 -0.473 -0.557 0.044
Br -3.25064 4.35836 1.89486 -0.163 0.336 -0.202
Br -2.02330 3.77467 4.75466 0.200 0.276 -0.374
H -1.18159 3.30081 2.49755 0.325 0.194 -0.039
C 1.68705 -1.60811 3.67418 0.205 0.504 -0.144
Br 2.31620 -1.98816 5.45650 -0.288 -0.133 -0.476
Br 2.87208 -2.39924 2.34788 -0.189 0.249 0.170
Br 1.45954 0.32282 3.48951 0.256 -0.133 -0.132
H 0.68889 -1.93749 3.41707 0.259 -0.636 0.506
C -2.41492 -0.16392 -4.31983 -0.965 0.376 -0.150
Br -0.85551 -1.19832 -3.91399 -0.205 0.070 -0.306
Br -3.71321 -0.18977 -2.84327 0.318 -0.255 -0.586
Br -3.22585 -0.58595 -6.06364 0.253 -0.198 0.722
H -2.21257 0.89184 -4.43829 0.583 -0.080 0.263
```
Forces are in eV/Å.


2.
ORCA calculation (the ωB97M-V functional and the def2-TZVPD basis) on a 4-piece molecular cluster, C25H39BrI2N2O11S3 overall.

The HOMO energy is -8.720 eV. The spin multiplicity is 1. Its HOMO-LUMO gap is 6.65 eV. As for the net charge: 0.

Geometry as XYZ:
```
83
Properties=species:S:1:pos:R:3:forces:R:3
C -1.58031 -1.96854 0.43354 0.034 -0.240 0.603
C -0.96730 -1.71908 -0.55800 0.011 0.930 -0.430
C -0.25196 -1.33505 -1.76674 0.671 -1.452 0.242
C -0.76884 -2.28833 -2.92251 -0.673 -1.327 -1.157
O -2.00549 -2.37731 -2.98680 -0.067 0.679 0.293
O 0.07889 -2.84087 -3.63894 0.318 0.571 0.652
C 1.24369 -1.56894 -1.58783 -0.379 0.395 -0.247
O 1.81506 -0.64120 -0.68054 -0.230 -0.142 -0.196
C 1.73460 0.69736 -1.06973 1.022 0.552 0.124
C 2.31746 1.51192 0.13533 0.062 -0.503 -0.245
C 2.50672 0.71509 1.42444 -0.256 1.147 0.754
O 1.31423 0.27154 2.05032 -0.016 -0.584 -0.122
C 2.65863 1.02607 -2.29576 -0.077 -0.677 -0.428
C 3.86117 0.08662 -2.49807 0.444 0.050 0.274
C 4.78342 -0.12600 -1.29619 0.253 -0.202 -0.777
I 6.49003 -1.29448 -1.99300 -0.292 0.237 0.275
C 0.27895 1.12762 -1.42101 -0.546 0.990 -0.171
Br -0.85812 1.54242 0.17786 0.071 -0.404 -0.180
N 0.29852 2.33662 -2.24154 -0.708 -0.433 0.899
C 0.16087 3.41433 -1.66974 1.726 -0.464 -0.135
O 0.30786 4.43397 -1.15987 -0.832 0.748 -0.043
N -0.53239 0.08734 -2.17430 0.036 0.112 0.085
I -0.56981 0.35690 -4.29166 -0.002 0.030 -0.134
H -2.04639 -2.13842 1.37835 -0.047 -0.096 -0.223
H 1.35051 -2.54887 -1.13884 0.106 -0.089 -0.054
H 1.70168 -1.58199 -2.57745 0.162 0.133 0.078
H 1.76978 2.43934 0.30043 -0.178 -0.055 0.102
H 3.32106 1.83514 -0.13848 0.055 -0.031 -0.050
H 2.99693 1.40424 2.12124 0.235 0.010 -0.154
H 3.19787 -0.10781 1.30851 -0.215 -0.269 -0.181
H 0.94817 0.99034 2.56729 0.008 0.127 -0.011
H 3.05066 2.03813 -2.21140 -0.222 0.130 0.180
H 2.10086 1.01815 -3.23270 -0.004 -0.081 -0.012
H 3.59497 -0.89155 -2.89285 -0.281 0.032 0.029
H 4.47648 0.54721 -3.27323 -0.100 0.030 -0.119
H 4.34801 -0.72702 -0.51133 -0.012 0.125 0.170
H 5.21628 0.80127 -0.93929 0.006 -0.049 0.265
H -1.51082 0.25256 -1.92146 -0.070 -0.051 -0.141
O 5.54520 0.68119 1.86121 0.099 0.175 -0.173
S 6.20448 1.25294 3.01078 0.078 -0.034 0.418
O 6.70096 2.60403 3.00060 -0.091 0.036 -0.295
C 5.14681 1.02475 4.43754 -0.126 -0.207 0.237
C 5.55176 -0.33668 4.99326 0.071 -0.049 -0.077
C 7.08424 -0.37256 4.93408 -0.055 0.046 0.036
C 7.50273 0.13433 3.54818 0.193 -0.273 0.203
H 4.10445 1.07492 4.13109 0.036 0.066 -0.106
H 5.37048 1.82392 5.14366 0.025 0.044 -0.058
H 5.18210 -0.47883 6.00749 -0.013 0.000 -0.007
H 5.13804 -1.13196 4.36923 -0.037 0.020 0.007
H 7.49336 0.28338 5.70510 -0.010 0.011 -0.011
H 7.47169 -1.37339 5.11732 0.013 0.006 -0.014
H 8.44436 0.67627 3.57657 -0.041 0.079 -0.145
H 7.56260 -0.67589 2.82360 -0.071 0.068 -0.078
O -5.68031 -0.21889 -5.99551 0.008 0.224 0.055
S -5.90435 -0.60817 -4.62385 -0.008 -0.354 0.194
O -5.89384 0.36722 -3.55820 0.050 0.211 -0.174
C -7.42435 -1.55170 -4.54272 -0.214 -0.248 -0.074
C -6.98188 -2.99253 -4.77713 0.115 -0.014 0.015
C -5.70241 -3.17667 -3.94927 -0.110 0.020 -0.016
C -4.80507 -1.96351 -4.21432 0.021 -0.245 0.145
H -8.12333 -1.18225 -5.28975 0.071 0.136 0.007
H -7.83988 -1.42257 -3.54362 0.036 0.053 0.008
H -7.75850 -3.69976 -4.48775 -0.009 0.009 -0.014
H -6.76254 -3.14700 -5.83602 -0.034 0.022 -0.006
H -5.95855 -3.22082 -2.88863 0.003 0.011 -0.004
H -5.18767 -4.10239 -4.19935 0.042 0.022 0.019
H -4.21519 -1.69411 -3.34328 0.113 0.070 -0.108
H -4.14707 -2.12832 -5.06430 0.013 0.099 -0.010
O -4.55560 -0.45727 4.63289 0.064 -0.154 0.024
S -3.87665 -0.06222 3.42793 -0.073 0.173 -0.188
O -3.19947 -1.02502 2.59490 -0.199 -0.029 0.382
C -5.00145 0.89897 2.42349 -0.125 0.288 -0.112
C -4.79960 2.33391 2.90062 0.063 -0.018 0.070
C -3.28452 2.51301 3.05941 -0.038 -0.024 -0.002
C -2.75384 1.28694 3.81416 0.187 0.380 -0.047
H -6.01528 0.53200 2.56305 0.057 -0.141 0.041
H -4.69924 0.78031 1.38266 0.021 -0.062 0.014
H -5.22020 3.05015 2.19672 -0.009 -0.010 -0.001
H -5.29197 2.47907 3.86454 -0.025 -0.013 -0.014
H -2.82194 2.56827 2.07144 -0.024 0.003 -0.014
H -3.03881 3.43389 3.58645 0.017 -0.006 -0.006
H -1.74991 1.01049 3.49864 -0.033 -0.167 0.049
H -2.77538 1.43660 4.89182 -0.063 -0.106 0.012
```
Forces are in eV/Å.